The following is a quantum chemistry calculation of a structure of composition C44H39HgN7OP2S at a distorted geometry, from the OMol25 dataset.

Cartesian coordinates (Å):
1 Hg 14.48202 12.78468 9.91061
2 C 18.94602 12.15694 10.67004
3 C 17.60072 12.16766 10.06007
4 N 17.03418 13.28381 9.57971
5 N 17.73852 14.37485 9.78097
6 C 17.31581 15.45092 9.06248
7 O 16.24002 15.52522 8.41737
8 C 18.36345 16.51954 9.04190
9 C 19.48022 16.58321 9.90196
10 C 20.19463 17.77564 10.06460
11 C 19.95444 18.84178 9.23915
12 C 18.99566 18.74943 8.21769
13 C 18.18007 17.61851 8.17700
14 C 16.89242 10.94226 9.93299
15 C 17.48967 9.69407 10.16719
16 C 16.69031 8.57464 9.97393
17 C 15.44146 8.66676 9.41417
18 C 14.85625 9.93109 9.24637
19 N 15.55413 11.03927 9.52136
20 H 19.23266 13.24108 10.84882
21 H 19.73610 11.65506 10.08853
22 H 18.92986 11.69864 11.64304
23 H 19.73120 15.66522 10.44330
24 H 20.97545 17.86961 10.79596
25 H 20.48052 19.77745 9.43529
26 H 18.91295 19.51643 7.47416
27 H 17.33732 17.53074 7.43198
28 H 18.52530 9.59380 10.46626
29 H 17.07945 7.60312 10.18482
30 H 14.89819 7.80640 9.02971
31 H 13.83050 10.02607 8.86909
32 C 11.13567 13.94271 10.42529
33 P 12.91362 14.59477 10.12016
34 C 12.93597 15.36132 8.51662
35 C 12.93008 14.44235 7.45148
36 C 13.02576 14.90845 6.14381
37 C 13.14782 16.26983 5.86523
38 C 12.97868 17.14304 6.93490
39 C 12.86555 16.72693 8.24300
40 C 13.51214 15.64547 11.42486
41 C 14.48429 16.64007 11.13206
42 C 14.88154 17.43583 12.19578
43 C 14.34466 17.30438 13.46914
44 C 13.40595 16.36287 13.75035
45 C 12.98452 15.46650 12.73410
46 P 9.64585 14.39282 9.38021
47 C 9.34229 16.11908 9.70192
48 C 8.56535 16.75891 8.71528
49 C 8.25114 18.10265 8.87229
50 C 8.81810 18.87014 9.85485
51 C 9.51936 18.24535 10.87727
52 C 9.72396 16.86217 10.86940
53 C 8.34197 13.69364 10.44439
54 C 8.33966 12.29470 10.59963
55 C 7.45296 11.66596 11.47570
56 C 6.41846 12.35535 12.12184
57 C 6.47340 13.71252 12.04163
58 C 7.39298 14.41282 11.17652
59 H 10.95138 14.02729 11.49577
60 H 11.31143 12.89239 10.31674
61 H 12.96474 13.36297 7.59279
62 H 12.98758 14.14183 5.33841
63 H 13.30914 16.62278 4.87717
64 H 12.96201 18.18283 6.73391
65 H 12.72264 17.44332 9.05788
66 H 14.97524 16.66718 10.18163
67 H 15.59446 18.18752 12.04784
68 H 14.74207 17.95485 14.28042
69 H 13.04450 16.26081 14.75411
70 H 12.23526 14.67823 12.97762
71 H 8.11318 16.21536 7.87622
72 H 7.58993 18.53982 8.12626
73 H 8.63552 19.90870 9.94293
74 H 9.97068 18.87155 11.67596
75 H 10.35080 16.36695 11.67713
76 H 9.00135 11.66040 9.98512
77 H 7.55562 10.60927 11.55476
78 H 5.63654 11.82558 12.64564
79 H 5.83725 14.41204 12.63624
80 H 7.28541 15.49133 11.06034
81 N 13.26634 10.05149 15.52358
82 C 14.42021 10.58337 15.02657
83 C 15.40544 9.77203 14.33425
84 N 16.57747 10.22990 13.99194
85 C 16.79673 11.54199 14.19416
86 C 15.84242 12.32286 14.84924
87 N 14.62310 11.91315 15.23252
88 H 13.12395 9.06818 15.41648
89 H 12.61681 10.56020 16.11532
90 H 15.21848 8.73539 14.07914
91 H 17.79033 11.87152 13.92232
92 H 16.08314 13.36148 15.10521
93 S 9.06629 8.90409 9.62408
94 C 10.58831 9.39877 9.46089
95 N 11.65020 9.82041 9.19972

Output
Charge: -1
Multiplicity: 2
HOMO level (alpha / beta), eV: -2.250 / -4.220
Energy relative to the best compared isomer or geometry (same formula, charge and spin), kcal per mole: 9.6
Kohn-Sham gap (alpha / beta), eV: 4.2 / 6.2

Mulliken atomic charge list, values in e, 4 entries: 0.76 -0.93 0.63 0.06

---

The following is a quantum chemistry calculation of a structure of composition C44H39N4O2P2ReS3, from the OMol25 dataset.

Cartesian coordinates (Å):
1 Re 0.62075 1.09199 -1.02336
2 C -0.38026 -2.15412 0.62387
3 N -1.79323 -1.98197 0.39578
4 C -2.39336 -0.78543 -0.15244
5 P -1.54676 0.84705 0.05878
6 C -2.97871 1.82511 -0.55918
7 C -4.00432 2.22313 0.29884
8 C -5.12944 2.86904 -0.19352
9 C -5.25282 3.11050 -1.55399
10 C -4.24754 2.70145 -2.41719
11 C -3.11688 2.06709 -1.92330
12 C -1.59994 1.17525 1.85597
13 C -1.64167 0.15248 2.79871
14 C -1.57087 0.43857 4.15773
15 C -1.45862 1.75040 4.58871
16 C -1.43138 2.77975 3.65449
17 C -1.49734 2.49254 2.30230
18 C -2.65431 -2.97798 0.87530
19 C -2.23570 -3.88511 1.85636
20 C -3.09508 -4.87471 2.31089
21 C -4.38417 -4.98558 1.81613
22 C -4.80402 -4.08582 0.84694
23 C -3.95761 -3.09661 0.37442
24 P 0.83431 -1.39902 -0.55047
25 C 0.61246 -2.37420 -2.06731
26 C 1.50605 -2.18300 -3.12281
27 C 1.32901 -2.84682 -4.32246
28 C 0.24686 -3.70385 -4.48858
29 C -0.64467 -3.89864 -3.44794
30 C -0.46494 -3.23652 -2.23764
31 C 2.29486 -2.20290 0.24784
32 C 3.13411 -3.06351 -0.44702
33 C 4.18828 -3.70312 0.19902
34 C 4.40378 -3.50357 1.55026
35 C 3.56080 -2.65322 2.25850
36 C 2.52422 -2.00635 1.61204
37 H -0.15139 -3.22146 0.59168
38 H -0.06556 -1.80361 1.61530
39 H -3.37176 -0.65331 0.31295
40 H -2.56137 -0.84516 -1.23892
41 H -3.93760 2.02703 1.36067
42 H -5.91019 3.17846 0.48921
43 H -6.13127 3.61230 -1.93891
44 H -4.33363 2.88075 -3.48084
45 H -2.33747 1.77630 -2.61489
46 H -1.76978 -0.87649 2.48728
47 H -1.61138 -0.37009 4.87593
48 H -1.40797 1.97453 5.64624
49 H -1.36111 3.80982 3.98095
50 H -1.48671 3.30664 1.58550
51 H -1.24642 -3.81249 2.28527
52 H -2.74506 -5.56044 3.07228
53 H -5.04853 -5.75979 2.17399
54 H -5.80416 -4.15755 0.43849
55 H -4.30458 -2.43420 -0.40569
56 H 2.32937 -1.48625 -3.01328
57 H 2.01998 -2.67698 -5.13805
58 H 0.09771 -4.20849 -5.43414
59 H -1.49135 -4.56118 -3.57263
60 H -1.18360 -3.39208 -1.44439
61 H 2.97676 -3.25579 -1.49800
62 H 4.83040 -4.36593 -0.36617
63 H 5.21947 -4.00558 2.05436
64 H 3.71723 -2.48401 3.31635
65 H 1.91128 -1.31531 2.17523
66 O 1.18405 2.29926 0.64325
67 N 0.97448 3.61091 0.64920
68 C 1.32258 4.25785 1.79069
69 C 1.14732 5.60303 1.90968
70 C 0.58932 6.30913 0.83122
71 C 0.23462 5.63434 -0.30201
72 C 0.42425 4.24021 -0.40865
73 S 0.00382 3.31133 -1.77550
74 H 1.72395 3.61133 2.55329
75 H 1.43437 6.09029 2.82947
76 H 0.43909 7.37803 0.89608
77 H -0.20169 6.13938 -1.15183
78 S 2.77676 1.17213 -2.03272
79 C 2.40528 1.10792 -3.74189
80 C 3.51057 1.26195 -4.65332
81 N 4.41522 1.36679 -5.35545
82 C 1.16216 0.85727 -4.20114
83 S -0.19736 0.56171 -3.12895
84 C 0.89447 0.72737 -5.61066
85 N 0.64215 0.60392 -6.72596
86 C 5.41093 0.53615 0.41010
87 C 4.18303 0.99038 1.15104
88 C 4.33271 2.11605 2.14346
89 O 3.10694 0.47171 0.95934
90 H 6.09864 0.06997 1.12129
91 H 5.93319 1.38639 -0.03340
92 H 5.13491 -0.17606 -0.36263
93 H 5.28571 2.06329 2.67084
94 H 3.50006 2.09569 2.84215
95 H 4.31535 3.06036 1.59153

Output
Charge: 0
Multiplicity: 3
HOMO level (alpha / beta), eV: -6.780 / -7.325
Energy relative to the best compared isomer or geometry (same formula, charge and spin), kcal per mole: 3.4
Kohn-Sham gap (alpha / beta), eV: 6.9 / 6.5

Mulliken atomic charge list, values in e, 4 entries: 1.65 -2.88 1.49 -1.94